No. 1
Molecular formula: C4H9Cl
Method: DFT, ωB97M-V with the def2-TZVPD basis set

XYZ file:
```
14
Properties=species:S:1:pos:R:3:forces:R:3:nbo_charge:R:1
C 2.865 -0.354 -0.061 -1.5 -1.9 6.0 -0.605
C 1.354 -0.281 0.287 0.1 -1.8 1.0 -0.425
C 0.556 0.732 -0.309 1.5 7.6 -3.3 -0.451
C -0.808 0.822 0.230 -4.9 3.5 -4.4 -0.322
Cl -2.036 -0.469 -0.090 0.6 -0.3 -0.4 -0.098
H 3.470 0.560 0.132 -0.3 -1.1 0.1 0.221
H 2.873 -0.693 -0.967 0.4 -0.8 -6.1 0.206
H 3.172 -1.460 0.354 0.2 3.1 0.2 0.220
H 0.951 -0.318 1.321 1.4 -0.2 -0.1 0.191
H 0.668 -0.899 -0.216 0.7 -4.2 -0.3 0.227
H 0.750 1.061 -1.379 -0.8 -1.8 0.4 0.222
H 1.130 1.632 -0.012 -1.1 1.0 0.8 0.211
H -1.602 1.827 0.265 3.1 -2.4 -1.0 0.231
H -0.600 0.746 1.153 0.6 -0.8 7.1 0.171
```
Forces are in eV/Å.

* net charge: 0
* HOMO-LUMO gap: 0.4058 Ha
* ΔE to the lowest compared entry with this formula, charge and spin: 411.7 kJ/mol
* SMILES string: CCCCCl

***

No. 2
Molecular formula: C4H8N2O
Method: DFT, ωB97M-V with the def2-TZVPD basis set

XYZ file:
```
15
Properties=species:S:1:pos:R:3:forces:R:3:nbo_charge:R:1
C 1.496 0.529 -1.121 -0.5 0.4 -1.7 -0.662
C 0.733 -0.208 -0.116 -0.5 -2.5 0.3 0.158
C 0.785 -1.594 0.225 -0.8 2.7 -1.7 -0.130
N -0.431 -1.809 0.819 -0.3 -0.6 0.1 -0.486
C -1.154 -0.673 0.891 2.2 1.0 0.2 0.178
N -0.403 0.319 0.362 -1.4 -1.4 1.2 -0.484
H 0.818 0.980 -1.886 -0.1 -0.5 0.7 0.242
H 1.951 1.432 -0.751 1.0 -0.1 0.2 0.245
H 2.044 -0.184 -1.741 0.9 0.5 0.5 0.224
H 1.324 -2.333 -0.345 0.2 -0.3 0.6 0.223
H -0.780 -2.715 1.066 0.0 -0.2 0.2 0.419
H -2.011 -0.543 1.540 0.0 -0.1 -0.4 0.217
O -1.317 2.695 0.315 1.0 -2.1 0.5 -1.049
H -0.813 1.672 0.434 -1.5 2.8 -0.6 0.471
H -2.243 2.431 0.309 -0.1 0.2 -0.1 0.436
```
Forces are in eV/Å.

* net charge: 0
* HOMO-LUMO gap: 0.3545 Ha
* ΔE to the lowest compared entry with this formula, charge and spin: 183.9 kJ/mol
* SMILES string: Cc1c[nH]cn1.O

***

No. 3
Molecular formula: C4H6FNO
Method: DFT, ωB97M-V with the def2-TZVPD basis set

XYZ file:
```
13
Properties=species:S:1:pos:R:3:forces:R:3:nbo_charge:R:1
C 1.705 0.497 0.932 -0.5 -2.4 -0.5 -0.239
O 0.401 0.028 0.685 -0.7 0.3 0.0 -0.549
C 0.199 -0.323 -0.686 -3.4 0.0 2.7 -0.080
C -1.431 -0.640 -0.635 3.5 1.2 0.4 0.113
F -1.606 -1.758 0.140 -0.4 0.3 -0.6 -0.315
C -2.043 0.544 -0.072 0.0 -0.9 0.6 0.228
N -2.554 1.420 0.441 -0.6 1.2 0.3 -0.277
H 1.955 1.309 0.321 0.4 1.5 -0.7 0.166
H 2.268 -0.368 0.649 1.5 -0.3 -0.2 0.162
H 1.883 0.640 1.966 -0.3 0.5 1.0 0.201
H 0.362 0.597 -1.239 0.4 -0.5 -1.0 0.194
H 0.659 -1.286 -0.881 0.6 0.2 -0.7 0.199
H -1.796 -0.660 -1.622 -0.6 -1.2 -1.3 0.196
```
Forces are in eV/Å.

* net charge: 0
* HOMO-LUMO gap: 0.4132 Ha
* ΔE to the lowest compared entry with this formula, charge and spin: 190.8 kJ/mol
* SMILES string: COC[C@@H](F)C#N

***

No. 4
Molecular formula: C4H7N2O
Method: DFT, ωB97M-V with the def2-TZVPD basis set

XYZ file:
```
14
Properties=species:S:1:pos:R:3:forces:R:3:nbo_charge:R:1
C -1.809 0.074 0.342 -0.9 -1.0 0.9 0.313
C 0.105 1.247 0.068 0.0 3.6 -1.5 0.523
C 0.538 -1.088 0.176 -3.9 2.4 0.7 0.288
C 1.963 -0.913 0.322 2.1 1.1 1.1 -0.754
N -0.390 -0.054 0.119 2.1 -3.6 -0.8 -0.433
N -2.572 0.464 -0.622 0.6 0.6 -0.1 -0.670
O -0.518 2.102 -0.529 1.5 -1.1 1.2 -0.442
H 1.052 1.390 0.589 -0.1 0.3 0.0 0.174
H 0.046 -2.041 0.306 0.2 -0.3 -0.3 0.244
H 2.326 -1.416 1.315 -0.9 1.4 -1.1 0.317
H 2.352 0.150 0.107 -0.5 -1.8 0.9 0.260
H 2.602 -1.515 -0.298 -0.3 -0.6 -1.0 0.309
H -3.450 0.921 -0.317 0.5 -0.9 -0.5 0.450
H -2.245 0.679 -1.576 -0.3 -0.1 0.5 0.419
```
Forces are in eV/Å.

* net charge: +1
* HOMO-LUMO gap (spin up / spin down): 0.2832 / 0.2832 Ha
* ΔE to the lowest compared entry with this formula, charge and spin: 424.1 kJ/mol

***

No. 5
Molecular formula: C4H8NO2
Method: DFT, ωB97M-V with the def2-TZVPD basis set

XYZ file:
```
15
Properties=species:S:1:pos:R:3:forces:R:3:nbo_charge:R:1
C -1.662 -1.043 -0.653 0.1 0.3 1.8 -0.426
N -1.358 0.101 0.160 -0.9 1.6 -1.9 -0.857
C 0.514 1.748 0.785 -0.4 1.3 -0.8 -0.622
C 0.107 0.345 0.423 -1.2 -2.0 -0.1 -0.200
C 1.221 -0.351 -0.467 0.5 0.9 1.0 0.372
O 2.081 0.213 -1.228 -0.7 0.5 0.2 -0.816
O 1.684 -1.473 0.367 0.9 -0.5 0.1 -0.829
H -1.210 -1.018 -1.649 -0.1 -0.3 -0.6 0.127
H -1.341 -2.051 -0.184 0.1 0.3 -0.3 0.059
H -2.773 -1.144 -0.660 0.4 0.1 -0.5 0.141
H 0.979 -1.512 -0.649 -0.8 -1.2 -0.6 0.306
H -0.047 2.219 1.603 -0.1 -0.5 0.1 0.169
H 0.321 2.435 -0.079 0.1 -0.5 0.2 0.170
H 1.587 1.867 0.982 -0.1 -0.4 0.1 0.189
H -0.102 -0.335 1.249 2.3 0.2 1.2 0.217
```
Forces are in eV/Å.

* net charge: -2
* spin multiplicity: 2
* HOMO-LUMO gap (spin up / spin down): 0.1616 / 0.1615 Ha
* ΔE to the lowest compared entry with this formula, charge and spin: 600.3 kJ/mol
* expectation value of S²: 0.76

***

No. 6
Molecular formula: C2H6O2
Method: DFT, ωB97M-V with the def2-TZVPD basis set

XYZ file:
```
10
Properties=species:S:1:pos:R:3:forces:R:3:nbo_charge:R:1
O 0.125 -0.409 1.400 0.5 0.4 0.2 -0.738
C 0.638 0.294 0.234 0.2 0.0 0.2 -0.097
C -0.510 0.404 -0.759 0.4 0.3 0.0 -0.087
O -1.139 -0.846 -0.688 -0.1 -0.2 0.2 -0.728
H 0.620 -1.220 1.587 0.1 0.5 -0.2 0.487
H 1.044 1.277 0.490 0.0 -0.3 0.3 0.182
H 1.406 -0.317 -0.251 0.0 0.1 0.2 0.174
H -1.213 1.232 -0.565 0.2 -0.2 0.2 0.159
H -0.025 0.628 -1.722 -0.4 -0.4 -0.1 0.172
H -0.946 -1.043 0.273 -0.8 -0.3 -1.1 0.476
```
Forces are in eV/Å.

* net charge: 0
* HOMO-LUMO gap: 0.3979 Ha
* ΔE to the lowest compared entry with this formula, charge and spin: 85.6 kJ/mol
* SMILES string: OCCO

***

No. 7
Molecular formula: C26H71N6O7Pd
Method: DFT, ωB97M-V with the def2-TZVPD basis set

XYZ file:
```
111
Properties=species:S:1:pos:R:3:forces:R:3:mulliken_charge:R:1
Pd 27.169 3.694 -4.694 -0.1 -0.1 0.1 0.995
C 23.979 -1.659 -0.994 1.4 1.2 0.2 -0.816
C 25.513 -1.682 -1.393 -0.2 0.5 -0.5 -0.168
O 26.199 -0.605 -2.081 -1.9 -1.7 1.1 -0.344
H 23.481 -0.850 -1.527 -0.3 -0.3 -0.2 0.253
H 23.882 -1.420 0.065 0.0 0.1 0.0 0.251
H 23.522 -2.640 -1.130 0.0 0.2 -0.4 0.303
H 25.619 -2.620 -1.938 0.7 0.1 -0.5 0.266
H 26.138 -1.836 -0.513 0.2 0.0 0.3 0.254
C 23.951 -2.118 8.659 0.8 -0.1 1.5 -1.131
C 23.975 -3.220 9.781 -1.1 0.9 -0.9 0.111
C 25.176 -3.120 10.732 -0.1 0.9 0.9 -0.645
O 25.076 -2.035 11.686 -0.2 -0.2 0.6 -0.322
C 26.254 -1.717 12.473 0.0 0.1 -1.6 -0.754
N 22.602 -3.082 10.424 1.8 0.2 -0.2 -0.727
H 24.970 -1.866 8.362 0.1 -0.2 -0.3 0.326
H 23.612 -1.238 9.205 -0.2 0.3 -0.5 0.286
H 23.334 -2.304 7.781 -0.1 -0.2 0.3 0.304
H 24.081 -4.184 9.284 -0.2 -0.2 0.2 0.338
H 26.087 -2.937 10.163 0.2 -0.4 -0.2 0.412
H 25.199 -4.066 11.274 0.4 -0.1 0.1 0.325
H 27.059 -1.567 11.754 0.3 0.1 0.0 0.311
H 26.638 -2.431 13.202 -0.7 -0.6 0.0 0.295
H 26.114 -0.769 12.993 -0.5 -0.1 -0.2 0.258
H 22.635 -3.392 11.384 0.1 -0.8 0.3 0.292
H 22.650 -2.089 10.606 -0.7 0.5 0.0 0.323
C 32.509 -6.808 3.433 -0.2 -0.1 -0.2 -1.469
C 31.187 -6.520 2.670 1.5 -1.5 -0.4 0.477
C 29.990 -7.284 3.227 -0.7 0.2 0.7 -0.709
O 28.782 -6.977 2.487 0.4 0.4 -1.0 -0.335
C 27.511 -7.101 3.118 1.2 0.3 1.9 -0.692
N 31.062 -5.101 2.522 -0.6 0.1 -0.4 -0.648
H 32.468 -6.528 4.485 -0.3 -0.3 0.2 0.369
H 33.347 -6.225 3.051 -0.3 0.3 -0.4 0.394
H 32.840 -7.836 3.286 -0.3 -0.2 0.4 0.388
H 31.332 -7.046 1.727 0.2 0.7 -0.8 0.183
H 30.005 -7.016 4.283 -1.0 0.1 0.4 0.350
H 30.131 -8.363 3.171 0.3 -0.1 0.0 0.338
H 27.364 -6.187 3.693 -0.1 0.0 0.5 0.276
H 27.596 -7.948 3.798 -0.5 -0.1 0.2 0.292
H 26.579 -7.181 2.559 0.8 -0.3 -1.1 0.250
H 30.105 -4.918 2.256 -0.2 0.4 -0.1 0.290
H 31.261 -4.618 3.386 -0.1 0.0 0.2 0.245
C 31.069 -5.366 -6.341 0.7 0.4 -1.4 -1.348
C 32.081 -4.195 -6.526 0.2 0.7 0.4 0.309
C 32.068 -3.351 -7.800 -1.4 0.1 -0.2 -0.728
O 32.871 -2.190 -7.770 0.5 -0.1 0.8 -0.296
C 32.885 -1.537 -9.005 0.0 0.6 -0.3 -0.739
N 31.835 -3.247 -5.446 0.3 0.2 0.9 -0.666
H 30.015 -5.094 -6.291 0.0 0.7 -0.1 0.351
H 31.257 -5.851 -5.383 0.4 -0.3 -0.3 0.385
H 31.136 -6.011 -7.217 0.1 -0.7 0.3 0.349
H 33.123 -4.514 -6.536 0.0 -0.6 0.9 0.290
H 31.034 -3.007 -7.818 -0.5 0.0 -0.9 0.290
H 32.366 -3.911 -8.686 -0.4 -0.4 -0.1 0.405
H 33.438 -0.598 -8.964 0.6 -0.3 0.5 0.269
H 31.912 -1.155 -9.316 -0.6 -0.6 -0.1 0.306
H 33.320 -2.168 -9.780 -0.1 0.0 -0.2 0.303
H 30.843 -3.055 -5.434 -0.4 0.4 -0.5 0.243
H 31.898 -3.749 -4.572 0.6 -0.1 0.4 0.278
C 16.792 -6.277 -3.803 -0.7 0.1 1.4 -1.274
C 16.923 -7.769 -3.848 1.1 -1.2 -0.6 0.303
C 15.948 -8.514 -4.764 0.4 1.7 -1.2 -0.747
O 14.594 -8.248 -4.468 0.1 -1.0 0.8 -0.317
C 13.791 -8.914 -5.415 -0.2 0.2 -0.4 -0.745
N 18.296 -8.069 -4.353 -0.8 -0.9 0.2 -0.703
H 17.368 -5.949 -2.938 0.3 0.2 0.0 0.362
H 15.767 -6.022 -3.534 -0.1 0.5 -0.6 0.335
H 17.228 -5.794 -4.678 -0.6 0.0 -0.1 0.303
H 16.829 -8.227 -2.864 0.1 0.2 0.2 0.345
H 16.221 -9.549 -4.972 -0.2 -0.4 0.9 0.473
H 16.091 -8.073 -5.751 0.3 0.3 -0.6 0.284
H 13.955 -8.440 -6.383 -0.2 0.1 -0.3 0.322
H 12.735 -8.871 -5.150 0.2 0.3 0.2 0.255
H 14.055 -9.961 -5.558 0.2 -0.2 0.3 0.300
H 18.997 -7.831 -3.666 0.0 0.2 -0.1 0.257
H 18.436 -7.540 -5.202 0.3 0.1 0.0 0.246
C 20.233 2.703 -5.061 -0.8 0.7 0.3 -1.417
C 20.456 4.092 -4.507 -0.3 0.7 1.3 0.338
C 19.397 4.528 -3.454 -1.0 0.2 -1.9 -0.561
O 19.698 5.784 -2.843 -0.8 -0.1 0.6 -0.352
C 18.539 6.626 -2.596 0.3 0.8 -0.1 -0.817
N 21.682 4.072 -3.810 2.8 0.4 1.4 -0.823
H 19.476 2.839 -5.833 0.3 -0.9 -0.4 0.356
H 19.849 2.063 -4.266 -0.3 0.0 0.0 0.317
H 21.193 2.252 -5.314 -0.2 0.2 -0.7 0.409
H 20.622 4.889 -5.232 -0.6 -0.2 -0.5 0.367
H 19.317 3.659 -2.800 0.0 0.3 0.8 0.276
H 18.449 4.632 -3.981 -0.4 -0.1 0.1 0.361
H 17.691 6.273 -2.007 0.1 -1.3 -0.4 0.330
H 18.192 7.099 -3.514 -0.2 -0.5 -0.3 0.339
H 18.758 7.498 -1.979 1.2 -0.1 0.0 0.287
H 21.654 3.454 -3.012 -0.2 -0.7 0.0 0.266
H 21.752 4.954 -3.324 0.3 0.5 -0.1 0.328
C 17.863 2.910 3.795 -0.1 0.9 0.5 -1.393
C 17.067 3.134 5.115 -0.1 -2.6 -1.3 0.678
C 15.622 3.592 4.892 0.5 2.7 -1.0 -0.754
O 15.630 4.838 4.118 -0.1 0.7 0.4 -0.368
C 16.112 6.024 4.809 0.1 -1.7 -0.2 -0.647
N 17.047 1.796 5.758 0.0 0.2 0.7 -0.692
H 18.813 2.451 4.066 0.2 0.3 0.1 0.423
H 18.057 3.884 3.346 0.1 -0.2 -0.4 0.300
H 17.435 2.200 3.087 -0.6 0.3 0.0 0.352
H 17.675 3.821 5.705 -0.4 0.1 0.3 0.109
H 15.050 3.838 5.786 0.2 -0.6 0.4 0.392
H 15.023 2.978 4.220 0.3 -0.6 0.3 0.315
H 15.575 6.239 5.733 -0.4 -0.1 0.0 0.286
H 16.030 6.883 4.142 0.1 -0.3 -0.1 0.241
H 17.138 5.797 5.096 0.3 0.6 -0.1 0.270
H 17.758 1.212 5.340 0.1 0.0 0.2 0.221
H 16.186 1.286 5.621 -0.3 0.3 0.0 0.267
```
Forces are in eV/Å.

* net charge: +1
* spin multiplicity: 3
* HOMO-LUMO gap (spin up / spin down): 0.1095 / 0.0592 Ha
* ΔE to the lowest compared entry with this formula, charge and spin: 821.2 kJ/mol
* expectation value of S²: 2.01

***

No. 8
Molecular formula: C18H27BrNTi
Method: DFT, ωB97M-V with the def2-TZVPD basis set

XYZ file:
```
48
Properties=species:S:1:pos:R:3:forces:R:3:nbo_charge:R:1
C -0.982 -1.468 -1.977 -0.4 -0.2 0.2 -0.591
H -1.952 -1.703 -2.430 0.1 0.2 0.1 0.291
H -0.467 -0.797 -2.682 -0.1 0.2 0.3 0.250
H -1.327 -0.941 -1.012 -0.6 -1.3 -1.4 0.078
C -0.186 -2.761 -1.750 -0.2 -0.3 0.6 -0.405
H 0.817 -2.544 -1.343 -0.1 0.0 -0.1 0.200
H -0.702 -3.373 -0.986 0.2 0.2 -0.3 0.225
C -0.026 -3.588 -3.037 0.1 0.1 0.0 -0.606
H 0.603 -4.458 -2.842 -0.1 0.1 0.0 0.247
H -0.982 -3.957 -3.422 0.0 0.2 0.2 0.235
H 0.452 -3.003 -3.827 0.0 0.0 0.0 0.217
C 0.902 1.551 1.024 1.4 1.3 -0.5 -0.088
C 1.853 0.606 0.474 0.6 2.3 -0.3 -0.171
C 1.817 0.740 -0.979 0.3 1.3 0.7 -0.160
C 0.793 1.718 -1.315 1.0 0.4 1.0 -0.173
C 0.208 2.201 -0.068 2.2 0.7 0.4 -0.102
C -0.762 3.326 0.071 -0.5 0.2 0.0 -0.654
C 0.406 2.153 -2.688 -0.3 0.0 -0.5 -0.644
C 2.722 0.051 -1.945 0.1 -0.5 -0.4 -0.645
C 2.857 -0.151 1.278 0.1 -0.5 0.3 -0.642
C 0.795 1.914 2.467 -0.3 -0.2 0.5 -0.643
Ti -0.067 0.136 -0.233 -3.4 -4.0 -0.5 1.791
H -0.559 2.680 -2.681 0.3 -0.2 -0.1 0.244
H 1.153 2.835 -3.121 -0.2 -0.2 0.2 0.280
H 0.322 1.300 -3.378 0.0 0.3 0.1 0.231
H -1.382 3.425 -0.824 0.0 0.1 0.2 0.244
H -1.431 3.224 0.937 0.3 0.1 -0.2 0.229
H -0.218 4.273 0.208 -0.1 -0.3 -0.1 0.281
H 1.091 1.078 3.111 -0.1 0.2 -0.1 0.242
H 1.450 2.760 2.729 -0.1 -0.2 -0.3 0.276
H -0.223 2.209 2.744 0.2 0.0 0.0 0.233
H 3.257 -1.002 0.721 0.0 0.1 0.1 0.242
H 3.710 0.494 1.540 -0.3 -0.1 -0.2 0.277
H 2.444 -0.526 2.226 0.1 0.1 -0.3 0.241
H 2.164 -0.363 -2.799 0.2 0.1 0.2 0.232
H 3.466 0.746 -2.369 -0.3 -0.1 0.3 0.279
H 3.278 -0.770 -1.469 -0.2 0.3 -0.2 0.246
Br -4.053 1.501 3.972 0.4 -0.4 -0.4 0.182
C -2.969 0.198 3.109 -0.2 0.4 -0.1 -0.096
C -2.948 -1.119 3.579 0.4 0.2 -0.5 -0.124
C -2.076 -2.019 2.964 0.1 -0.3 -0.1 -0.204
C -1.257 -1.604 1.918 -0.7 0.6 0.2 0.046
N -1.346 -0.341 1.429 -0.2 0.2 0.4 -0.603
C -2.198 0.558 2.003 0.1 -0.9 0.3 0.020
H -3.608 -1.405 4.394 0.2 -0.1 -0.1 0.274
H -2.028 -3.059 3.279 0.0 0.3 0.1 0.266
H -0.549 -2.283 1.431 -0.2 0.2 0.2 0.219
H -2.257 1.559 1.569 0.0 -0.4 0.2 0.232
```
Forces are in eV/Å.

* net charge: +2
* spin multiplicity: 2
* HOMO-LUMO gap (spin up / spin down): 0.2885 / 0.2961 Ha
* ΔE to the lowest compared entry with this formula, charge and spin: 0.0 kJ/mol
* expectation value of S²: 0.75